Entry 1:
This record from the Open Molecules 2025 dataset describes a cluster of 2 separate species, C2H6FNO2S in total. The level of theory is ωB97M-V/def2-TZVPD.

Geometry (Å):
C  2.07185  0.53275  0.29852
C  2.30590  -0.77493  0.33467
N  1.26238  1.18175  -0.60801
O  -3.14408  -1.42401  -0.37277
O  -1.67696  0.44759  -0.91815
F  -3.66216  0.77729  0.59341
S  -2.29118  -0.15815  0.20419
H  2.58909  1.20081  0.97807
H  -3.76924  -1.84060  0.22225
H  1.80791  -1.45564  -0.33169
H  3.00856  -1.19125  1.02959
H  0.58033  0.61645  -1.09069
H  0.91759  2.08795  -0.33938

Forces on the atoms, in the same order (eV/Å):
C -0.717 9.032 1.127
C 0.936 -7.846 -0.537
N -0.028 -0.819 -0.244
O 0.898 0.862 -0.777
O -0.106 0.081 -0.716
F 1.328 -0.886 -0.513
S -1.999 -0.197 1.384
H -0.073 -0.026 -0.128
H -0.183 0.102 0.621
H -0.059 -0.278 -0.126
H 0.092 -0.167 0.090
H -0.108 0.087 -0.079
H 0.020 0.055 -0.103

Properties
* E_HOMO (spin up / spin down): -0.14399 / -0.41164 Ha
* calculated total energy: -782.90060 Eh
* LUMO level (spin up / spin down): 0.31 / -1.04 eV
* orbital gap (spin up / spin down): 4.23 / 10.17 eV
* energy above the lowest of the compared OMol25 structures with the same formula, charge and spin: 0.0000 eV
* spin multiplicity: 3

=====

Entry 2:
This record from the Open Molecules 2025 dataset describes a structure of composition C24H21CoIN6O4S. The level of theory is ωB97M-V/def2-TZVPD.

Geometry (Å):
Co  -0.23461  -0.41328  -0.16810
C  3.67562  -2.35857  -0.78264
C  2.79280  -2.87043  0.31397
N  3.02033  -4.06309  0.81658
C  2.22863  -4.51976  1.80842
C  1.19429  -3.79465  2.33797
C  0.37916  -4.36263  3.46008
O  -0.98245  -4.45867  3.03090
C  0.91167  -2.52801  1.78848
C  -0.13116  -1.69513  2.37875
N  -0.58926  -0.66079  1.79580
C  -1.52214  0.21520  2.41640
C  -2.46998  -0.19314  3.34652
C  -3.36285  0.71836  3.87976
C  -3.32439  2.05008  3.48739
C  -2.39672  2.46849  2.54814
C  -1.50631  1.54796  2.02130
I  -0.14070  2.16221  0.55659
C  1.70880  -2.04447  0.74535
O  1.54927  -0.88365  0.16173
H  4.44936  -3.09323  -0.99358
H  4.13074  -1.40698  -0.50376
H  3.09496  -2.16362  -1.68735
H  2.45481  -5.50945  2.18901
H  0.44784  -3.72380  4.34840
H  0.77961  -5.34298  3.72641
H  -1.49347  -4.88451  3.72686
H  -0.46861  -1.94400  3.38430
H  -2.54437  -1.24007  3.61451
H  -4.11072  0.38169  4.58523
H  -4.03507  2.75914  3.89040
H  -2.38404  3.49350  2.20517
N  -6.58452  -0.20635  -5.69066
C  -5.85230  -0.11292  -4.51876
C  -4.55788  0.41659  -4.53173
C  -3.84140  0.54401  -3.35854
C  -4.40535  0.13635  -2.15548
C  -5.68452  -0.39560  -2.12869
C  -6.40676  -0.51301  -3.30207
S  -3.53335  0.34640  -0.64748
O  -4.29276  -0.28931  0.39493
O  -3.20939  1.74302  -0.52502
N  -2.10216  -0.41063  -0.88310
C  -2.06602  -1.74295  -1.20520
N  -3.11344  -2.51134  -1.50043
C  -2.83908  -3.78521  -1.75044
C  -1.56266  -4.33232  -1.68638
C  -0.54491  -3.46222  -1.35795
N  -0.78351  -2.17453  -1.14997
H  -6.07934  -0.16778  -6.55772
H  -7.37702  -0.82326  -5.69486
H  -4.12008  0.73214  -5.47196
H  -2.84182  0.96063  -3.37252
H  -6.09830  -0.72908  -1.18672
H  -7.40895  -0.92589  -3.28266
H  -3.69054  -4.40948  -2.00215
H  -1.37520  -5.37841  -1.87242
H  0.48496  -3.78998  -1.26360

Forces on the atoms, in the same order (eV/Å):
Co 0.051 -0.443 -0.312
C 0.023 -0.058 -0.014
C 0.035 -0.033 -0.026
N -0.037 0.007 0.073
C 0.103 0.044 -0.083
C 0.001 -0.066 0.009
C -0.094 0.015 -0.063
O 0.051 -0.004 0.065
C -0.457 0.043 0.326
C 0.436 -0.239 0.176
N -0.731 0.139 -0.181
C 0.300 -0.091 -0.141
C -0.061 -0.133 0.028
C 0.005 0.056 -0.018
C -0.013 -0.046 0.022
C 0.038 -0.057 -0.022
C -0.023 0.200 -0.034
I 0.106 0.176 0.183
C 0.161 0.365 -0.202
O -0.080 -0.093 -0.078
H -0.002 0.016 0.000
H -0.005 -0.009 0.022
H -0.004 -0.007 0.015
H 0.014 -0.009 -0.034
H 0.018 0.011 0.032
H -0.012 -0.038 -0.002
H 0.001 0.011 -0.021
H 0.061 0.044 0.006
H 0.034 0.008 -0.025
H 0.006 0.005 -0.002
H 0.003 -0.007 -0.004
H 0.003 -0.008 0.006
N -0.013 0.138 0.058
C -0.015 -0.069 -0.073
C 0.048 0.010 -0.031
C -0.041 0.021 0.079
C -0.109 -0.022 -0.091
C -0.002 -0.036 -0.066
C -0.019 -0.030 0.043
S 0.162 0.032 -0.135
O 0.017 0.050 0.079
O 0.012 -0.004 0.112
N -0.036 -0.515 -0.113
C -0.059 0.382 0.141
N 0.027 0.010 -0.031
C -0.003 -0.020 0.013
C -0.131 0.017 -0.044
C 0.264 0.079 -0.008
N -0.062 0.171 0.311
H 0.028 -0.037 -0.005
H 0.015 -0.040 0.010
H -0.003 0.000 0.018
H -0.011 0.005 0.011
H 0.010 0.021 -0.009
H 0.013 0.007 0.006
H -0.002 0.007 0.002
H -0.017 0.008 -0.001
H -0.005 0.017 0.028

Properties
* E_HOMO (spin up / spin down): -0.29290 / -0.29219 Ha
* calculated total energy: -3635.34826 Eh
* LUMO level (spin up / spin down): -0.21 / -0.19 eV
* orbital gap (spin up / spin down): 7.76 / 7.76 eV
* energy above the lowest of the compared OMol25 structures with the same formula, charge and spin: 0.2783 eV
* spin multiplicity: 2

=====

Question: What is the formula in the second record?
Answer: C24H21CoIN6O4S

=====

Question: Look up the spin multiplicity of the first one.
Answer: 3

=====

Question: Which of these has the lowest spin multiplicity?
Answer: C24H21CoIN6O4S

=====

Question: The highest spin multiplicity belongs to which entry?
Answer: C2H6FNO2S